Density functional theory data (ωB97M-V with the def2-TZVPD basis set) for C6H10O2 in the gas phase at a distorted geometry.

Its total energy is -10478.627 eV. The value obtained for the energy above the lowest of the compared OMol25 structures with the same formula, charge and spin is 52.4 kJ/mol. The calculation puts the maximum force at 2.66 eV/A. Its HOMO energy is -9.3 eV. Its structure (SMILES) is C/C=C/CCC(=O)O. The orbital gap is 10.115 eV.

Each line ends with the natural charge from an NBO analysis.
Cartesian coordinates (Å):
H (2.7659, 2.4079, 1.1027)  0.21
C (1.4337, 1.0523, -0.0426)  -0.19
H (0.8883, 1.8606, -0.4911)  0.19
C (-0.2264, -0.8684, -0.4043)  -0.45
C (1.0413, -0.2153, -0.0609)  -0.18
H (-0.0367, -1.3875, -1.3624)  0.23
H (-1.3007, 0.9256, 0.1998)  0.24
C (-1.4457, 0.0450, -0.4349)  -0.52
H (-0.3501, -1.7773, 0.1922)  0.24
H (3.1516, 0.6705, 1.1763)  0.21
H (1.7591, -0.9138, 0.3975)  0.19
H (-3.4420, -2.4096, 0.1263)  0.49
O (-3.5177, -0.3381, 0.9109)  -0.58
H (-1.6639, 0.4654, -1.4240)  0.25
C (2.7908, 1.4701, 0.5489)  -0.63
C (-2.6659, -0.6458, 0.1240)  0.81
H (3.5154, 1.6226, -0.2673)  0.21
O (-2.6970, -1.9643, -0.2912)  -0.72

Forces on the atoms, in the same order (eV/Å):
-0.3 -0.1 0.1
1.0 0.2 0.3
-0.6 0.2 -0.1
0.1 -0.9 -1.4
1.3 0.1 1.5
-0.5 0.5 -0.2
0.1 -0.2 0.0
-0.6 0.6 0.5
-0.3 0.6 0.6
0.3 -0.1 0.3
-0.2 0.2 -0.2
-0.2 0.3 0.2
0.4 1.5 -0.1
0.0 -0.4 0.0
-0.5 -0.2 -1.2
-0.7 -2.6 0.2
-0.1 0.0 0.2
0.7 0.4 -0.8

Density functional theory data (ωB97M-V with the def2-TZVPD basis set) for C6H10O2S in the gas phase at a distorted geometry.

Its total energy is -21310.002 eV. The value obtained for the energy above the lowest of the compared OMol25 structures with the same formula, charge and spin is 336.8 kJ/mol. The calculation puts the maximum force at 3.42 eV/A. Its HOMO energy is -9.2 eV. The orbital gap is 10.000 eV.

Each line ends with the natural charge from an NBO analysis.
Cartesian coordinates (Å):
H (5.3763, -0.9333, 1.2300)  0.25
H (-1.5036, -0.6114, -1.1683)  0.18
H (-2.0871, 0.9515, 1.4108)  0.20
H (-3.7963, 0.0781, -0.3646)  0.21
C (4.6542, -0.1921, 0.8346)  -0.21
O (1.2576, -1.3367, -1.5404)  -0.93
S (1.2223, -0.5431, -0.3338)  1.48
O (0.0661, 0.6685, -0.5587)  -0.73
H (-3.2677, -1.4336, 0.1210)  0.20
H (2.3985, 1.8005, -0.0762)  0.26
C (-1.8960, -0.0001, 0.7848)  -0.44
H (-1.3858, -0.7646, 1.4313)  0.22
C (-3.3550, -0.4356, 0.5960)  -0.62
H (-3.9277, -0.5367, 1.5644)  0.23
C (-1.3266, 0.2777, -0.5835)  -0.08
C (2.7300, 0.7914, -0.5539)  -0.62
H (2.7276, 0.9051, -1.5818)  0.24
C (3.9213, 0.2033, -0.0325)  -0.05
H (-1.8078, 1.1110, -1.1792)  0.21

Forces on the atoms, in the same order (eV/Å):
-0.8 1.3 -0.1
0.4 -0.5 -0.5
1.4 -1.1 -0.9
0.1 -0.1 2.5
1.9 -2.3 0.0
0.0 -0.5 -0.5
0.3 2.3 0.1
0.8 -0.6 0.1
-0.4 -0.1 0.7
0.7 -1.9 -0.6
-1.9 2.0 2.0
0.0 0.8 -0.9
-0.1 -1.4 -2.2
0.3 0.5 -1.5
0.5 0.7 -0.2
-2.5 0.7 1.9
-0.1 0.2 -2.2
-0.9 0.8 1.1
0.2 -0.8 1.1

Density functional theory data (ωB97M-V with the def2-TZVPD basis set) for 2 unconnected molecules or ions with the total composition C6H10O2S at a distorted geometry.

Its total energy is -21308.781 eV. The value obtained for the energy above the lowest of the compared OMol25 structures with the same formula, charge and spin is 454.7 kJ/mol. The calculation puts the maximum force at 3.82 eV/A. Its HOMO energy (spin up / spin down) is -8.7 / -8.7 eV. The orbital gap (spin up / spin down) is 8.366 / 8.367 eV.

Each line ends with the natural charge from an NBO analysis.
Cartesian coordinates (Å):
H (0.3828, -2.1678, -0.0040)  0.50
H (1.6513, 0.7189, 3.1919)  0.22
H (-0.2594, 2.0333, -1.7705)  0.23
O (0.0810, -2.5937, -0.8174)  -0.89
H (-0.4685, 1.0857, -3.2931)  0.22
H (1.9515, 0.3010, 0.5059)  0.20
C (0.5803, 0.5397, 3.1552)  -0.63
S (0.4474, -1.6746, -2.1605)  1.53
H (-2.3104, -0.2885, -2.1480)  0.22
H (-0.9389, 0.0828, 1.6496)  0.22
H (-2.0700, 0.6833, -0.6438)  0.23
C (-0.2094, -0.1531, -1.4888)  -0.24
C (0.1276, 0.2430, 1.7471)  -0.28
C (-0.5388, 1.0884, -2.2132)  -0.46
H (0.3341, -0.3012, 3.8014)  0.22
H (0.0604, 1.4206, 3.5295)  0.22
O (1.8816, -1.4809, -2.2220)  -0.94
C (-1.6191, 0.2800, -1.5402)  -0.47
C (0.9166, 0.1832, 0.7210)  -0.10

Forces on the atoms, in the same order (eV/Å):
0.2 0.5 0.1
0.1 0.0 0.1
0.1 0.0 0.1
-0.1 0.0 -1.3
-0.1 -0.1 -0.1
0.5 0.0 0.0
0.1 0.0 -0.2
-0.8 0.1 1.6
0.0 -0.1 -0.1
-0.2 -0.1 -0.2
0.1 0.0 0.1
1.5 0.1 2.9
-0.3 0.1 0.7
0.2 0.1 -0.3
0.0 0.0 0.1
0.0 0.0 0.1
0.6 0.0 -0.2
-0.2 -0.1 0.1
-1.6 -0.6 -3.4

Density functional theory data (ωB97M-V with the def2-TZVPD basis set) for a gas-phase ion, C6H10O3P (charge -1) at a distorted geometry.

The charge is -1. Its total energy is -21818.211 eV. The value obtained for the energy above the lowest of the compared OMol25 structures with the same formula, charge and spin is 0.0 kJ/mol. The calculation puts the maximum force at 4.51 eV/A. Its HOMO energy is -4.6 eV. Its structure (SMILES) is CC1=CC(C)(C)O[P@@]1(=O)[O-]. The orbital gap is 8.152 eV.

Each line ends with the natural charge from an NBO analysis.
Cartesian coordinates (Å):
H (1.2661, 2.4211, -1.2016)  0.19
C (0.5814, 1.2821, 1.3096)  -0.62
H (1.8200, 0.7119, -1.2025)  0.17
H (1.6322, 0.8658, 1.3913)  0.19
H (0.1968, 1.2421, -2.0430)  0.23
C (-0.0127, 0.9877, -0.0063)  0.21
H (-0.6043, -2.9001, 0.2837)  0.19
H (-1.5416, -2.9775, -1.0952)  0.21
H (0.6860, 2.2379, 1.6035)  0.20
O (-3.0565, 0.6182, 1.4025)  -1.17
H (0.7243, -1.2377, -0.1956)  0.18
H (-0.0669, 0.6734, 1.9767)  0.23
H (-2.5681, -2.6501, 0.4229)  0.23
C (-0.1260, -0.5223, -0.1053)  -0.24
C (0.8902, 1.4564, -1.1727)  -0.60
C (-1.3841, -0.9706, -0.1086)  -0.37
O (-3.4350, 0.4946, -1.0897)  -1.17
C (-1.5775, -2.4492, -0.0963)  -0.64
P (-2.5111, 0.4884, 0.0329)  2.37
O (-1.2973, 1.5280, -0.2814)  -0.80

Forces on the atoms, in the same order (eV/Å):
0.4 2.1 0.3
0.4 -4.0 1.2
-1.8 1.5 -0.2
-1.1 0.1 -0.3
1.3 0.4 0.5
1.5 0.0 -2.5
-1.6 0.2 0.6
-0.8 1.0 0.5
-0.2 3.6 0.8
0.4 0.1 0.8
-0.3 0.9 0.3
0.6 0.8 0.4
1.6 -0.5 -0.4
-0.8 -0.5 -0.5
-0.1 -4.4 -1.0
1.5 0.4 0.0
-1.3 0.2 -1.9
-0.1 -1.1 -0.4
-0.2 -1.4 0.7
0.8 0.4 1.0

Density functional theory data (ωB97M-V with the def2-TZVPD basis set) for a molecular structure, C6H10O3Tl at a distorted geometry.

The charge is +2. Its total energy is -17197.568 eV. The calculation puts the maximum force at 4.25 eV/A. The spin multiplicity is 2. Its HOMO energy (spin up / spin down) is -17.7 / -17.5 eV. Its expectation value of S² is 0.76. The orbital gap (spin up / spin down) is 8.940 / 3.808 eV.

Each line ends with the Löwdin spin population.
Cartesian coordinates (Å):
C (-0.7869, 2.9308, 0.5542)  0.03
C (1.5270, -0.0554, -0.3344)  0.02
H (-0.8796, -2.8735, -0.9960)  0.00
O (0.1523, -0.2353, -0.5885)  0.03
O (1.9231, -0.8565, 0.5364)  0.17
H (-1.8402, 1.1464, 0.9384)  0.00
C (-0.6681, 0.9523, -0.9289)  0.00
H (-1.4905, 0.5211, -1.5066)  0.00
O (2.0964, 0.9741, -0.6851)  0.19
C (-0.2965, -1.4040, 0.4990)  0.00
C (-1.1260, 1.6683, 0.2955)  0.02
H (-0.5138, -3.4928, 0.6215)  0.00
H (0.8186, -2.9938, -0.4540)  0.00
H (-1.2283, 3.4709, 1.3929)  0.00
C (-0.2059, -2.7627, -0.1382)  0.00
H (-1.3324, -1.0680, 0.6243)  0.00
H (-0.0149, 1.5640, -1.5549)  0.00
Tl (3.8991, 0.4092, 0.2771)  0.54
H (-0.0863, 3.4748, -0.0833)  0.00
H (0.0530, -1.3697, 1.5306)  0.00

Forces on the atoms, in the same order (eV/Å):
0.1 0.1 0.0
-3.3 -0.9 2.5
0.2 0.1 0.2
2.7 -1.8 1.3
2.1 0.0 -1.1
0.1 0.2 -0.2
-1.0 1.2 -0.1
0.2 0.0 0.0
-0.3 1.6 -2.3
-3.8 -0.9 0.1
-0.1 -0.2 0.1
0.1 0.2 0.0
-0.3 -0.1 0.2
0.2 -0.2 -0.2
0.3 0.4 -0.7
0.0 -0.2 -0.6
-0.2 -0.2 0.0
2.1 -0.3 1.0
-0.3 -0.1 0.1
1.1 0.8 -0.6

Density functional theory data (ωB97M-V with the def2-TZVPD basis set) for a molecular structure, C6H10O5PS at a distorted geometry.

The charge is -1. Its total energy is -36744.283 eV. The value obtained for the energy above the lowest of the compared OMol25 structures with the same formula, charge and spin is 168.8 kJ/mol. The calculation puts the maximum force at 4.64 eV/A. Its HOMO energy (spin up / spin down) is -3.5 / -3.5 eV. The orbital gap (spin up / spin down) is 6.722 / 6.723 eV.

Each line ends with the natural charge from an NBO analysis.
Cartesian coordinates (Å):
C (-2.3671, -0.0567, 0.8715)  -0.18
O (0.3605, -0.6616, 0.0827)  -0.57
H (-2.2366, -1.9277, -1.1110)  0.48
H (3.6577, 0.3131, -0.1278)  0.20
P (-1.4484, 1.6856, 0.8924)  1.25
H (2.6970, -0.9193, -0.8994)  0.21
H (-0.2588, -1.1976, 1.9460)  0.18
C (-2.1741, -0.1305, -0.4999)  0.58
H (1.3823, 0.8357, -2.2933)  0.23
O (-2.3378, -1.0722, -1.4747)  -0.69
C (1.6176, -0.0813, 0.6037)  -0.07
O (-1.4824, 0.9882, -0.8126)  -0.75
H (2.0677, -0.8194, 1.2780)  0.17
H (2.9109, 1.4502, -2.3742)  0.18
O (-3.2031, -0.7438, 1.7307)  -0.71
O (-2.4617, 2.7955, 0.9008)  -1.14
C (-0.4144, -1.4745, 0.8590)  0.03
H (1.7427, 2.0525, -1.3247)  0.21
C (2.6264, 0.1082, -0.5448)  -0.41
S (-1.0529, -2.8318, 0.2207)  -0.25
H (-3.1455, -0.3827, 2.6903)  0.48
C (2.1085, 1.1585, -1.6519)  -0.60
H (1.4115, 0.9116, 1.0385)  0.20

Forces on the atoms, in the same order (eV/Å):
0.4 1.0 0.2
1.7 -0.2 -0.1
0.3 -2.1 1.2
-1.2 0.3 -0.3
-1.0 -1.0 -0.6
0.2 0.1 -0.9
-0.6 -0.7 -1.0
0.4 0.3 0.3
-2.2 -1.7 -1.2
-0.7 4.1 -0.4
-0.4 0.2 -0.3
-0.4 -0.7 -0.4
-0.3 0.4 0.3
0.0 -0.4 0.7
0.0 0.4 1.8
0.1 0.0 0.3
1.1 2.6 0.6
-0.9 2.3 1.8
-0.9 0.4 -0.5
0.3 -2.1 0.7
0.2 -0.6 -2.8
4.2 -1.9 0.2
-0.2 -0.6 0.3